Density functional theory data (the ωB97M-V functional and the def2-TZVPD basis) for a molecular structure, C22H18N8W.

Last column: natural (NBO) charge in e.
Cartesian coordinates (Å):
W  0.0030  0.9876  0.1839  2.00
C  -4.2345  0.0141  -0.1292  0.06
C  -2.9087  0.2526  -0.4831  0.06
N  -1.9678  0.3304  0.4779  -0.53
C  -2.3299  0.1452  1.7813  0.12
C  -3.6673  -0.0522  2.0869  0.09
N  -4.5961  -0.1144  1.1387  -0.22
C  -1.1906  0.1103  2.7085  0.25
C  -1.2121  -0.2212  4.0213  -0.22
C  0.0036  -0.3512  4.7767  0.29
C  1.2191  -0.2205  4.0212  -0.19
C  1.1973  0.1107  2.7083  0.18
N  0.0033  0.3551  2.0468  -0.59
C  2.3364  0.1455  1.7808  0.15
C  3.6738  -0.0520  2.0861  0.08
N  4.6024  -0.1142  1.1378  -0.22
C  4.2405  0.0145  -0.1301  0.06
C  2.9147  0.2530  -0.4837  0.06
N  1.9740  0.3306  0.4775  -0.54
C  0.0038  -0.6492  6.1697  -0.15
C  -1.2045  -0.8086  6.8955  -0.13
C  -1.1464  -1.0958  8.2444  0.05
N  0.0047  -1.2313  8.9042  -0.22
C  1.1553  -1.0807  8.2469  0.05
C  1.2126  -0.7933  6.8980  -0.13
H  -5.0035  -0.0694  -0.8896  0.28
H  -2.6078  0.3707  -1.5180  0.25
H  -4.0049  -0.1719  3.1099  0.26
H  -2.1604  -0.4268  4.4935  0.27
H  2.1674  -0.4269  4.4930  0.27
H  4.0117  -0.1718  3.1090  0.26
H  5.0094  -0.0690  -0.8907  0.28
H  2.6136  0.3711  -1.5186  0.25
H  -2.1787  -0.7155  6.4392  0.22
H  -2.0506  -1.2256  8.8265  0.25
H  2.0599  -1.1981  8.8311  0.25
H  2.1864  -0.6860  6.4439  0.22
C  0.0024  5.7715  -2.5345  -0.42
N  0.0028  4.7985  -1.4045  -0.22
C  0.0025  5.1435  -0.0536  0.02
C  0.0033  4.0033  0.6567  -0.06
N  0.0028  2.9242  -0.2559  -0.65
C  0.0032  3.4980  -1.5142  0.26
H  0.0069  6.7709  -2.1106  0.27
H  -0.8982  5.6206  -3.1246  0.27
H  0.8982  5.6149  -3.1303  0.27
H  0.0021  6.1742  0.2665  0.30
H  0.0036  3.8569  1.7240  0.27
H  0.0034  2.9704  -2.4588  0.26

LUMO energy (alpha / beta), eV: -15.229 / -15.201
2S+1: 3
Orbital gap (alpha / beta), Eh: 0.166 / 0.166
Energy, Eh: -1352.66379
Charge: +4
HOMO (alpha / beta), eV: -19.7 / -19.7
Energy above the lowest of the compared OMol25 structures with the same formula, charge and spin, kJ/mol: 0.0
Maximum force, eV Å⁻¹: 0.18
Molecular weight, g/mol: 578.282